DFT (ωB97M-V with the def2-TZVPD basis set) results for C22H38CdN3O4PS2 as an isolated structure.

Element x y z (Å)
1 Cd 0.308 0.154 0.280
2 C 2.223 0.991 -0.498
3 C 2.293 1.822 -1.639
4 C 1.109 2.152 -2.363
5 C 1.119 3.003 -3.448
6 C 2.309 3.590 -3.884
7 C 3.483 3.289 -3.192
8 C 3.492 2.431 -2.110
9 H 0.178 1.687 -2.056
10 H 0.190 3.208 -3.973
11 H 2.320 4.257 -4.739
12 H 4.423 3.730 -3.512
13 H 4.421 2.226 -1.595
14 C -6.107 -0.959 -1.661
15 C -4.887 -1.802 -1.978
16 O -4.224 -2.181 -0.787
17 P -2.699 -1.495 -0.538
18 O -2.687 -1.704 1.071
19 C -3.140 -0.609 1.885
20 C -4.564 -0.848 2.345
21 O -1.764 -2.732 -0.979
22 C -0.945 -3.519 -0.106
23 C -1.726 -4.668 0.497
24 H -6.657 -0.710 -2.573
25 H -5.800 -0.029 -1.180
26 H -6.774 -1.495 -0.984
27 H -4.210 -1.238 -2.633
28 H -5.169 -2.713 -2.517
29 H -3.061 0.325 1.320
30 H -2.458 -0.533 2.730
31 H -5.243 -0.934 1.496
32 H -4.886 -0.020 2.982
33 H -4.623 -1.771 2.926
34 H -0.528 -2.873 0.669
35 H -0.113 -3.863 -0.719
36 H -2.594 -4.291 1.037
37 H -1.093 -5.220 1.197
38 H -2.068 -5.357 -0.279
39 N -2.721 2.241 -1.442
40 H -2.434 2.515 -0.507
41 H -2.037 2.666 -2.060
42 H -2.536 1.239 -1.478
43 S 3.532 0.131 0.319
44 C 5.204 0.079 -0.214
45 N 5.946 1.362 -0.274
46 C 7.279 0.967 -0.695
47 C 7.087 0.260 -2.044
48 S 5.462 -0.560 -1.937
49 H 5.972 1.739 0.669
50 H 7.724 0.247 0.009
51 H 7.936 1.838 -0.790
52 H 7.892 -0.456 -2.228
53 H 7.070 0.985 -2.859
54 O 2.154 -2.519 -1.149
55 H 2.665 -1.881 -0.616
56 H 2.240 -2.153 -2.036
57 C 0.605 -1.615 3.290
58 C -0.122 -0.319 3.486
59 C -0.781 0.150 4.611
60 C -1.312 1.419 4.262
61 C -0.947 1.643 2.945
62 C -1.247 2.825 2.074
63 N -0.225 0.587 2.474
64 H 1.262 -1.836 4.136
65 H 1.240 -1.573 2.402
66 H -0.079 -2.461 3.169
67 H -0.845 -0.350 5.569
68 H -1.869 2.098 4.894
69 H -1.119 3.765 2.617
70 H -2.276 2.812 1.694
71 H -0.569 2.853 1.218

Atomic forces in eV per Å
0.05 0.16 -0.02
-0.02 -0.39 0.02
0.00 0.24 -0.15
0.04 -0.02 0.04
0.02 0.03 -0.03
-0.02 -0.01 0.01
0.02 0.01 -0.01
-0.05 -0.03 0.03
0.00 -0.01 0.01
0.00 0.00 0.00
0.00 0.00 0.00
-0.01 0.01 0.00
0.01 -0.03 0.00
-0.01 0.02 0.00
0.02 -0.01 -0.02
0.09 0.02 -0.02
-0.14 0.00 0.01
0.00 0.00 0.03
0.01 0.01 0.02
0.00 -0.01 0.00
-0.06 -0.10 -0.06
0.06 0.06 0.01
-0.01 -0.01 0.00
0.00 -0.01 0.00
0.00 0.00 0.00
0.00 0.00 0.00
-0.01 0.00 0.00
-0.01 0.00 0.00
0.00 0.00 -0.01
-0.02 -0.02 -0.01
-0.01 0.00 0.00
0.01 0.01 0.00
0.00 0.00 -0.01
-0.02 -0.01 0.00
0.02 0.00 0.03
0.01 0.00 0.01
0.02 0.00 -0.02
-0.02 0.01 0.00
0.04 -0.02 -0.01
-0.02 0.01 0.00
0.00 0.00 0.00
-0.03 0.00 0.01
0.01 0.21 0.13
-0.06 -0.13 -0.10
0.04 0.08 0.00
-0.08 -0.03 -0.01
0.04 0.02 0.00
0.00 0.03 0.01
0.00 -0.06 0.01
0.03 0.02 0.01
-0.01 0.01 -0.01
-0.01 -0.01 0.00
0.00 -0.01 0.00
0.12 -0.07 -0.02
-0.04 -0.02 0.05
-0.07 0.04 0.00
0.04 -0.01 0.01
-0.04 -0.01 -0.03
0.04 -0.03 0.02
-0.04 0.05 0.00
0.06 -0.01 0.00
0.00 0.01 0.01
0.04 0.00 0.04
-0.03 -0.02 0.01
0.00 0.02 0.01
-0.01 0.00 -0.02
0.00 0.01 0.00
0.01 -0.01 0.01
-0.02 0.00 0.01
0.01 -0.01 -0.02
0.00 -0.02 0.00

Computed properties:
Electronic energy = -2631.71388 Eh
Relative energy (zero: lowest compared OMol25 entry of this formula, charge and spin) = 56.2 kcal per mole
F_max = 0.39 eV/Å
Charge = -2

=====

DFT (ωB97M-V with the def2-TZVPD basis set) results for a 8-piece molecular cluster, C22H38F3N3O20S2 overall at a distorted geometry.

Element x y z (Å)
1 C 3.046 -4.899 1.197
2 C 2.744 -6.046 0.244
3 O 1.983 -6.975 0.567
4 N 3.272 -5.916 -1.000
5 C 2.945 -6.783 -2.102
6 H 2.849 -5.081 2.254
7 H 2.564 -3.958 0.931
8 H 4.109 -4.676 1.104
9 H 4.045 -5.267 -1.037
10 H 2.379 -6.235 -2.855
11 H 2.610 -7.781 -1.818
12 H 3.937 -7.100 -2.422
13 C 5.296 2.989 2.640
14 C 3.901 2.401 2.703
15 O 3.060 2.544 1.838
16 N 3.691 1.564 3.758
17 C 2.546 0.724 3.912
18 H 5.209 4.025 2.968
19 H 5.642 2.961 1.607
20 H 5.922 2.402 3.312
21 H 4.575 1.329 4.187
22 H 1.757 0.815 3.166
23 H 2.325 0.774 4.978
24 H 2.794 -0.337 3.867
25 C -2.850 3.395 -2.203
26 C -1.839 2.312 -2.492
27 O -0.736 2.322 -1.929
28 N -2.257 1.366 -3.326
29 C -1.616 0.086 -3.624
30 H -3.769 3.176 -2.745
31 H -2.453 4.400 -2.347
32 H -3.124 3.393 -1.148
33 H -3.075 1.611 -3.864
34 H -1.242 -0.498 -2.783
35 H -0.766 0.295 -4.273
36 H -2.337 -0.445 -4.246
37 C 1.630 -1.073 0.750
38 C 1.118 0.082 0.036
39 O 0.127 0.491 0.917
40 C -0.272 -0.503 1.632
41 O -1.276 -0.448 2.352
42 O 0.568 -1.447 1.598
43 F 0.590 -0.248 -1.129
44 H 2.505 -0.839 1.357
45 H 1.901 -1.885 0.075
46 H 1.972 0.743 -0.114
47 C -3.750 -1.477 -0.754
48 C -4.223 -0.151 -0.176
49 O -5.411 -0.518 0.481
50 C -5.963 -1.461 -0.317
51 O -7.080 -1.860 -0.239
52 O -4.979 -2.048 -1.076
53 F -4.505 0.640 -1.239
54 H -3.236 -2.094 -0.017
55 H -3.111 -1.363 -1.630
56 H -3.456 0.284 0.464
57 C -1.875 -5.213 -3.590
58 C -2.041 -3.728 -3.891
59 O -0.786 -3.253 -3.466
60 C -0.323 -4.016 -2.482
61 O 0.634 -3.714 -1.840
62 O -1.046 -5.096 -2.429
63 F -3.078 -3.177 -3.253
64 H -1.412 -5.730 -4.432
65 H -2.869 -5.647 -3.486
66 H -2.211 -3.594 -4.959
67 C 1.858 3.896 -1.487
68 C 1.132 4.020 -0.135
69 O 1.988 4.918 0.618
70 S 3.363 5.327 -0.163
71 O 4.602 5.028 0.616
72 O 3.214 6.702 -0.669
73 O 3.170 4.210 -1.324
74 H 1.515 4.614 -2.233
75 H 1.683 2.880 -1.842
76 H 1.127 3.077 0.413
77 H 0.153 4.497 -0.174
78 C -1.952 2.356 3.617
79 C -3.011 3.016 4.457
80 O -3.422 4.313 3.981
81 S -2.916 4.430 2.439
82 O -2.258 5.768 2.305
83 O -3.948 4.076 1.459
84 O -1.747 3.283 2.566
85 H -2.303 1.424 3.175
86 H -0.998 2.112 4.084
87 H -2.639 3.101 5.478
88 H -3.893 2.405 4.652

Atomic forces in eV per Å
0.96 0.28 0.01
-2.32 -1.24 0.77
1.29 1.48 -0.58
-0.29 0.39 1.59
1.94 -0.48 0.01
-0.18 -0.46 -0.30
-0.40 -0.25 -0.31
0.29 0.05 0.17
-0.20 -0.18 -0.59
-0.08 -0.52 -0.05
-1.05 0.60 0.44
0.03 0.33 -1.18
-0.30 0.06 -0.24
1.54 -1.11 1.84
-1.10 0.34 -0.94
0.37 1.18 -1.98
-0.06 -1.64 0.95
0.13 0.07 -0.09
0.03 0.13 0.15
0.14 0.23 -0.12
-0.23 -0.29 0.53
-0.02 0.90 0.47
-1.00 0.48 -0.10
0.58 -0.16 -0.42
-0.30 -0.10 0.10
0.89 1.03 1.29
-0.25 -0.44 -0.25
-0.47 -0.69 -0.22
0.28 0.94 -1.11
-0.02 0.58 -0.11
-0.03 -0.13 -0.49
0.12 -0.37 0.14
0.03 -0.37 0.25
-0.45 0.30 0.15
0.27 -0.24 0.03
0.09 -0.37 0.35
1.54 -2.38 0.27
1.19 0.50 0.02
0.09 4.09 -2.06
-5.17 0.74 4.11
2.09 -0.37 -1.75
1.78 -3.57 0.29
-0.66 -0.19 -1.22
0.03 0.08 0.11
-0.18 -0.11 0.06
-0.69 1.01 -0.10
0.46 0.44 0.33
1.42 -1.21 0.24
0.60 1.20 -0.49
-0.54 -2.12 0.41
0.59 0.58 -0.36
-1.39 -0.36 -0.39
-0.28 0.95 -0.12
0.06 0.02 0.19
-0.27 0.10 0.00
-0.62 0.46 0.29
-0.89 1.28 -0.26
0.85 -1.75 -1.95
-1.13 2.34 -1.30
1.07 0.59 -0.02
-0.10 -0.26 0.48
-0.70 -3.07 0.86
-0.31 0.58 0.92
0.55 0.03 0.29
0.30 -0.25 1.01
0.44 0.56 0.02
-3.30 -0.19 -0.99
0.74 0.62 -0.10
1.54 0.41 0.26
0.91 2.08 0.25
-3.42 0.09 -1.72
0.33 -3.42 1.01
3.41 0.60 1.75
-0.83 -0.22 0.04
0.48 0.11 -0.27
-0.32 0.08 -0.10
0.10 -0.36 -0.15
-0.80 -0.53 -1.22
-0.95 -0.52 2.99
0.98 -1.03 -1.50
0.71 3.36 -1.08
-1.71 -4.08 0.26
2.14 0.09 2.21
-0.27 1.41 -1.21
-0.08 0.04 0.10
-0.05 0.56 0.25
0.18 0.78 -0.01
-0.16 -0.09 -0.82

Computed properties:
Electronic energy = -3625.73551 Eh
Expectation value of S² = 0.761
F_max = 6.64 eV/Å
Spin multiplicity = 2
Charge = +1

=====

DFT (ωB97M-V with the def2-TZVPD basis set) results for a 3-piece molecular cluster, C22H38F3NO10 overall at a distorted geometry.

Element x y z (Å)
1 C 0.427 -4.502 -0.883
2 C 1.482 -3.921 -1.995
3 C 0.815 -3.015 -3.186
4 C 0.275 -1.538 -2.726
5 O -0.725 -1.586 -1.608
6 C -2.058 -1.941 -2.119
7 C -3.002 -0.585 -1.953
8 C -4.516 -0.957 -1.371
9 O -4.462 -0.950 0.125
10 C -5.875 -1.060 0.599
11 O -6.538 -2.215 0.327
12 C 1.468 -0.423 -2.468
13 N 2.431 -0.778 -1.359
14 C 1.854 -0.563 0.022
15 C 2.916 0.319 0.936
16 C 2.150 0.641 2.379
17 F 1.348 -0.497 2.886
18 F 3.216 0.913 3.388
19 F 1.356 1.893 2.170
20 O 0.812 0.887 -2.337
21 C 1.768 2.003 -2.399
22 C 1.930 2.459 -3.991
23 H -0.708 -4.456 -1.220
24 H 0.497 -3.772 0.058
25 H 0.751 -5.560 -0.485
26 H 2.362 -3.415 -1.413
27 H 1.956 -4.876 -2.531
28 H -0.022 -3.692 -3.699
29 H 1.656 -2.894 -4.024
30 H -0.348 -1.115 -3.653
31 H -2.072 -2.393 -3.200
32 H -2.487 -2.791 -1.400
33 H -2.495 0.065 -1.093
34 H -3.022 0.095 -2.906
35 H -4.862 -2.007 -1.755
36 H -5.271 -0.080 -1.659
37 H -6.404 -0.218 1.226
38 H 2.112 -0.379 -3.468
39 H 3.368 -0.313 -1.479
40 H 0.754 -0.165 0.049
41 H 1.820 -1.640 0.537
42 H 3.933 -0.255 1.140
43 H 3.144 1.298 0.312
44 H 2.814 1.773 -1.924
45 H 1.292 2.891 -1.762
46 H 0.861 2.345 -4.468
47 H 2.691 1.713 -4.520
48 H 2.369 3.557 -4.076
49 C -6.439 -0.692 4.520
50 C -6.867 0.757 4.624
51 C -6.514 1.394 5.934
52 O -7.503 2.400 6.063
53 C -8.593 1.960 5.364
54 O -9.698 2.474 5.415
55 O -8.281 0.869 4.602
56 H -6.947 -1.310 5.269
57 H -6.715 -1.099 3.542
58 H -5.357 -0.797 4.649
59 H -6.469 1.331 3.778
60 H -5.513 1.835 5.925
61 H -6.598 0.713 6.788
62 C 7.596 3.917 0.154
63 C 6.673 2.716 0.113
64 C 7.392 1.415 -0.071
65 O 6.414 0.610 -0.705
66 C 5.593 1.466 -1.385
67 O 4.758 1.118 -2.203
68 O 5.833 2.764 -1.029
69 H 8.135 4.035 -0.792
70 H 7.017 4.835 0.298
71 H 8.323 3.831 0.968
72 H 6.033 2.700 1.003
73 H 7.699 0.971 0.880
74 H 8.265 1.485 -0.731

Atomic forces in eV per Å
0.08 1.17 1.03
0.12 -1.43 -0.15
0.93 -0.47 0.20
-0.76 0.46 -1.31
0.48 -0.73 -2.52
-1.08 0.13 1.12
0.03 -0.15 1.41
0.46 0.85 -1.31
-4.00 0.39 0.06
-1.55 -7.03 -2.10
4.13 7.95 1.88
0.60 -0.42 -0.96
-1.25 1.39 -0.21
0.81 -1.59 1.33
-1.29 -0.30 -0.08
1.47 0.51 -0.45
2.30 4.20 -1.44
-3.62 -0.59 -2.46
1.99 -4.15 1.42
1.75 -0.48 0.32
-0.09 1.31 -0.43
0.35 -0.57 0.74
2.49 -0.39 0.53
-0.33 -1.59 -1.97
-0.81 2.02 -1.02
-1.78 -0.63 -1.39
-0.98 2.09 0.99
1.51 1.73 1.23
-1.84 0.04 1.79
1.56 -0.68 1.79
0.26 1.07 1.94
0.87 1.88 -1.46
-0.99 -1.46 -1.90
-0.19 -1.52 1.71
0.47 2.10 0.79
1.57 -2.10 0.29
1.54 -1.41 -1.26
-1.28 -0.39 2.05
-1.64 -0.53 0.00
2.30 -0.39 -0.28
-0.11 2.30 -0.96
-2.34 1.09 -0.31
-0.57 -1.70 1.83
-2.24 0.25 -1.06
0.86 -1.94 -1.48
2.24 0.45 0.83
-1.70 1.66 1.04
-1.06 -2.33 0.14
-0.28 -0.25 -0.28
0.80 -1.10 -0.25
0.83 0.18 0.32
-0.88 -0.07 -0.40
-2.46 1.13 0.12
2.56 -1.17 -0.12
-0.45 0.88 0.51
0.11 0.22 -0.01
0.12 0.03 0.14
-0.13 0.09 -0.04
0.02 0.07 0.13
-0.24 0.07 0.06
0.01 -0.10 -0.19
-0.21 0.42 -0.20
0.90 0.96 0.73
0.67 -0.30 0.63
-0.99 0.37 -0.76
-1.04 -0.41 -1.22
1.85 0.57 1.60
-0.60 -1.25 -0.67
-0.05 -0.20 0.15
0.11 -0.16 0.09
-0.15 -0.05 -0.08
0.06 -0.11 -0.07
-0.14 -0.08 -0.22
-0.08 0.16 0.06

Computed properties:
Electronic energy = -1967.53349 Eh
F_max = 9.15 eV/Å

=====

What is the formula in the second record?
C22H38F3N3O20S2